Entry A
ORCA calculation (ωB97M-V/def2-TZVPD) on a cluster of 2 separate species, C6H16 in total.

Last column: natural (NBO) charge in e.
Cartesian coordinates (Å):
C  2.139  2.098  0.571  -0.606
C  -0.503  -2.239  -0.574  -0.622
C  1.333  0.761  0.458  -0.389
C  0.522  0.685  1.754  -0.624
C  -1.272  -0.941  -0.527  -0.397
C  -2.255  -0.454  -1.589  -0.601
H  0.557  -2.117  -0.329  0.217
H  2.643  2.302  -0.370  0.201
H  -0.474  -0.136  -0.778  0.190
H  2.063  -0.050  0.410  0.192
H  -0.337  -2.483  -1.638  0.202
H  -1.018  -3.079  -0.091  0.211
H  0.657  0.665  -0.429  0.195
H  -2.447  0.626  -1.510  0.208
H  -3.233  -0.942  -1.647  0.197
H  1.346  2.811  0.733  0.203
H  -0.474  1.117  1.631  0.205
H  0.319  -0.353  2.081  0.207
H  2.944  2.029  1.303  0.208
H  -1.674  -0.779  0.481  0.198
H  0.974  1.111  2.640  0.209
H  -1.809  -0.632  -2.581  0.197

Output
LUMO energy = 0.039 Ha
Molecular weight = 88.194 g mol⁻¹
Spin multiplicity = 1
SMILES = CCC.CCC
Orbital gap = 11.388 eV
HOMO energy = -10.3 eV
Total charge = 0

***

Entry B
ORCA calculation (ωB97M-V/def2-TZVPD) on a cluster of 2 separate species, C6H16 in total.

Last column: natural (NBO) charge in e.
Cartesian coordinates (Å):
C  1.732  -1.951  1.778  -0.612
C  1.054  -1.211  0.593  -0.416
C  -1.895  1.329  -0.784  -0.404
C  1.782  -1.809  -0.582  -0.634
C  -1.901  1.867  0.703  -0.607
C  -0.784  1.866  -1.739  -0.623
H  -3.001  1.911  0.948  0.204
H  -0.349  2.785  -1.397  0.208
H  1.428  -2.921  -0.569  0.211
H  -1.377  2.845  0.938  0.203
H  1.832  -3.023  1.537  0.205
H  2.676  -1.532  2.088  0.204
H  1.316  -1.445  -1.529  0.203
H  -2.975  1.607  -1.122  0.199
H  0.020  1.037  -1.896  0.204
H  0.939  -0.068  0.643  0.213
H  1.192  -1.863  2.765  0.201
H  -1.522  1.084  1.249  0.196
H  -1.192  1.954  -2.767  0.213
H  -1.720  0.257  -0.569  0.205
H  2.846  -1.575  -0.847  0.227
H  -0.037  -1.594  0.713  0.198

Output
LUMO energy = 0.040 Ha
Molecular weight = 88.194 g mol⁻¹
Spin multiplicity = 1
SMILES = CCC.CCC
Orbital gap = 12.056 eV
HOMO energy = -11.0 eV
Total charge = 0

***

Entry C
ORCA calculation (ωB97M-V/def2-TZVPD) on a cluster of 2 separate species, C6H16 in total.

Last column: natural (NBO) charge in e.
Cartesian coordinates (Å):
C  -0.991  2.790  0.753  -0.630
C  2.069  -1.882  -1.687  -0.634
C  -1.051  1.319  1.196  -0.230
C  1.082  -2.661  -0.788  -0.616
C  0.294  0.560  0.679  -0.609
C  -2.158  0.565  0.573  -0.598
H  0.090  -2.463  -0.986  0.207
H  -3.166  0.910  0.855  0.207
H  -2.105  -0.473  0.933  0.202
H  0.661  -0.186  1.413  0.213
H  0.140  3.009  0.718  0.210
H  1.703  -1.342  -2.579  0.213
H  1.093  1.349  0.380  0.202
H  -1.029  3.007  -0.339  0.208
H  2.758  -1.248  -1.048  0.212
H  1.259  -2.308  0.244  0.202
H  0.125  0.009  -0.232  0.204
H  -1.180  1.349  2.276  0.202
H  -1.970  0.522  -0.555  0.201
H  2.652  -2.628  -2.310  0.206
H  1.366  -3.707  -0.762  0.210
H  -1.642  3.510  1.264  0.218

Output
LUMO energy = 0.039 Ha
Molecular weight = 88.194 g mol⁻¹
Spin multiplicity = 1
SMILES = CC(C)C.CC
Orbital gap = 12.039 eV
HOMO energy = -11.0 eV
Total charge = 0

***

Stability summary - winner: entry A; margin: 0.0079 hartree.

***

Entry A
ORCA calculation (ωB97M-V/def2-TZVPD) on a structure of composition C5H12N2.

Last column: natural (NBO) charge in e.
Cartesian coordinates (Å):
N  -0.774  -0.326  0.309  -0.615
N  0.368  2.168  0.487  -0.821
C  0.691  -0.845  -0.307  0.008
C  1.590  -1.042  0.903  -0.627
C  -1.970  -0.758  -0.394  -0.418
C  0.873  0.353  -1.135  -0.697
C  -0.030  1.303  -0.530  0.233
H  -0.187  2.968  0.763  0.387
H  -2.653  0.076  -0.587  0.189
H  1.310  -1.936  1.471  0.197
H  1.127  1.844  1.069  0.388
H  -0.740  1.802  -1.196  0.181
H  -2.495  -1.527  0.177  0.191
H  -1.713  -1.179  -1.370  0.209
H  0.743  0.204  -2.203  0.196
H  0.586  -1.790  -0.854  0.195
H  2.623  -1.149  0.560  0.228
H  1.581  -0.187  1.582  0.185
H  -0.931  0.020  1.256  0.388

Output
LUMO energy = 0.035 Ha
Molecular weight = 100.165 g mol⁻¹
Spin multiplicity = 1
Orbital gap = 6.931 eV
HOMO energy = -6.0 eV
Total charge = 0

***

Entry B
ORCA calculation (ωB97M-V/def2-TZVPD) on an isolated molecule of C5H12N2.

Last column: natural (NBO) charge in e.
Cartesian coordinates (Å):
N  -1.174  0.950  0.157  -0.626
N  1.755  -0.919  1.373  -0.831
C  -0.604  2.070  -0.579  -0.410
C  0.448  -0.685  -0.774  -0.471
C  -1.589  -1.369  0.488  -0.543
C  -0.842  -0.392  -0.046  0.220
C  1.677  -0.289  0.051  -0.213
H  2.554  -0.649  -0.480  0.190
H  1.579  -1.907  1.254  0.353
H  -0.009  1.763  -1.434  0.193
H  0.463  -0.142  -1.724  0.206
H  -1.499  -2.397  0.190  0.208
H  -2.458  -1.011  1.042  0.187
H  0.014  2.683  0.068  0.190
H  1.734  0.788  0.176  0.189
H  -2.171  1.048  0.257  0.379
H  -1.408  2.689  -0.968  0.200
H  1.096  -0.491  2.007  0.362
H  0.435  -1.740  -1.058  0.217

Output
LUMO energy = 0.036 Ha
Molecular weight = 100.165 g mol⁻¹
Spin multiplicity = 1
SMILES = C=C(CCN)NC
Orbital gap = 8.897 eV
HOMO energy = -7.9 eV
Total charge = 0

***

Entry C
ORCA calculation (ωB97M-V/def2-TZVPD) on an isolated molecule of C5H12N2.

Last column: natural (NBO) charge in e.
Cartesian coordinates (Å):
N  1.120  1.012  1.898  -0.481
N  0.028  1.681  1.207  -0.495
C  0.261  0.526  -0.986  -0.413
C  0.785  -0.288  1.390  -0.255
C  -0.254  0.380  0.384  0.138
C  -1.700  -0.056  0.505  -0.627
C  0.640  -0.839  -1.721  -0.608
H  0.086  -0.919  1.965  0.170
H  1.017  1.213  2.897  0.356
H  1.236  -0.671  -2.637  0.222
H  1.134  -1.392  -0.973  0.203
H  -1.763  -1.109  0.025  0.210
H  -2.444  0.777  0.198  0.229
H  -0.314  -1.479  -1.930  0.200
H  -1.879  -0.201  1.519  0.211
H  0.254  2.485  0.604  0.341
H  1.248  1.094  -0.691  0.203
H  -0.323  1.166  -1.518  0.200
H  1.646  -0.915  1.143  0.196

Output
LUMO energy = 0.039 Ha
Molecular weight = 100.165 g mol⁻¹
Spin multiplicity = 1
SMILES = CC[C@@]1(C)CNN1
Orbital gap = 9.077 eV
HOMO energy = -8.0 eV
Total charge = 0

***

Entry D
ORCA calculation (ωB97M-V/def2-TZVPD) on an isolated molecule of C5H12N2.

Last column: natural (NBO) charge in e.
Cartesian coordinates (Å):
N  -1.525  -2.400  -0.764  -0.843
N  0.522  -1.136  0.625  -0.876
C  -0.873  -1.124  -1.218  -0.074
C  -0.125  -0.458  -0.393  0.119
C  0.331  0.947  -0.567  -0.452
C  1.488  2.375  1.274  -0.623
C  0.146  1.701  0.834  -0.395
H  -0.776  2.330  0.828  0.198
H  1.281  0.909  -1.115  0.215
H  -1.736  -2.914  -1.569  0.359
H  1.222  3.111  2.081  0.208
H  1.159  -1.837  0.331  0.376
H  -0.942  -0.622  -2.195  0.182
H  2.143  1.546  1.784  0.222
H  -0.069  0.794  1.436  0.217
H  -0.279  1.657  -1.235  0.211
H  1.868  2.807  0.298  0.209
H  -0.237  -1.641  1.134  0.380
H  -2.413  -2.023  -0.391  0.366

Output
LUMO energy = 0.034 Ha
Molecular weight = 100.165 g mol⁻¹
Spin multiplicity = 1
SMILES = CCC/C(N)=C/N
Orbital gap = 9.440 eV
HOMO energy = -8.5 eV
Total charge = 0

***

Stability summary - winner: entry B; margin: 0.0559 hartree.

***

Entry A
ORCA calculation (ωB97M-V/def2-TZVPD) on an isolated molecule of C5H12N2.

Last column: natural (NBO) charge in e.
Cartesian coordinates (Å):
N  0.168  0.661  -0.132  -0.413
N  2.494  1.015  -0.317  -0.827
C  -1.453  -1.187  0.306  -0.647
C  1.755  -1.242  0.308  -0.663
C  -2.186  1.220  -0.081  -0.625
C  -1.102  0.185  -0.189  -0.053
C  1.396  0.177  0.003  0.245
H  2.767  -1.257  0.712  0.227
H  3.126  0.602  -0.995  0.363
H  1.736  -1.873  -0.588  0.205
H  -2.434  1.462  0.961  0.180
H  -0.811  -1.950  -0.128  0.209
H  -3.099  0.862  -0.557  0.213
H  0.121  1.594  -0.561  0.400
H  -2.480  -1.409  0.021  0.217
H  -1.396  -1.269  1.399  0.183
H  2.211  1.938  -0.626  0.359
H  1.082  -1.677  1.040  0.234
H  -1.895  2.147  -0.577  0.191

Output
LUMO energy (alpha / beta) = 0.033 / 0.032 Ha
Molecular weight = 100.165 g mol⁻¹
Spin multiplicity = 1
Orbital gap (alpha / beta) = 6.302 / 6.359 eV
HOMO energy (alpha / beta) = -5.4 / -5.5 eV
Total charge = 0

***

Entry B
ORCA calculation (ωB97M-V/def2-TZVPD) on an isolated molecule of C5H12N2.

Last column: natural (NBO) charge in e.
Cartesian coordinates (Å):
N  1.476  -1.788  2.031  -0.828
N  -1.157  1.325  -0.259  -0.645
C  1.347  -0.627  0.974  -0.221
C  -0.012  0.703  -0.761  0.219
C  -2.383  0.492  -0.089  -0.406
C  0.391  -0.713  -0.268  -0.468
C  0.639  1.168  -1.868  -0.516
H  -1.374  2.345  -0.302  0.404
H  -0.533  -1.202  0.177  0.216
H  -2.249  -0.373  0.520  0.200
H  -3.174  1.113  0.296  0.203
H  1.890  -2.605  1.454  0.335
H  2.288  -0.492  0.504  0.173
H  1.651  1.200  -2.028  0.205
H  0.920  0.132  1.623  0.199
H  2.307  -1.495  2.582  0.350
H  -2.704  0.180  -1.159  0.177
H  -0.111  1.971  -2.306  0.180
H  0.787  -1.333  -1.123  0.222

Output
LUMO energy = 0.037 Ha
Molecular weight = 100.165 g mol⁻¹
Spin multiplicity = 1
SMILES = C=C(CCN)NC
Orbital gap = 9.062 eV
HOMO energy = -8.1 eV
Total charge = 0

***

Stability summary - winner: entry A; margin: 0.0161 hartree.

***

Entry A
ORCA calculation (ωB97M-V/def2-TZVPD) on an isolated molecule of C4H5NS.

Last column: natural (NBO) charge in e.
Cartesian coordinates (Å):
S  -1.557  -0.721  -0.845  0.201
N  -0.099  -0.317  -0.057  -0.476
C  -0.019  0.152  1.191  -0.053
C  1.761  0.912  0.158  -0.275
C  1.003  0.125  -0.785  -0.093
C  1.051  1.008  1.395  -0.304
H  1.538  1.354  2.340  0.236
H  1.093  -0.086  -1.782  0.213
H  2.704  1.327  -0.105  0.216
H  -0.796  -0.015  1.870  0.204
H  -1.717  -1.997  -0.155  0.130

Output
LUMO energy = 0.024 Ha
Molecular weight = 99.158 g mol⁻¹
Spin multiplicity = 1
SMILES = Sn1cccc1
Orbital gap = 8.990 eV
HOMO energy = -8.3 eV
Total charge = 0

***

Entry B
ORCA calculation (ωB97M-V/def2-TZVPD) on an isolated molecule of C4H5NS.

Last column: natural (NBO) charge in e.
Cartesian coordinates (Å):
S  -2.163  1.079  0.309  -0.117
N  2.684  1.440  -0.029  -0.276
C  1.590  0.555  -0.100  0.113
C  0.476  -0.085  -0.282  -0.357
C  -0.705  0.548  -0.866  -0.456
C  2.762  0.226  0.526  0.097
H  -0.547  1.460  -1.505  0.219
H  3.459  -0.196  1.286  0.234
H  0.279  -0.958  0.292  0.220
H  -1.080  -0.059  -1.556  0.205
H  -1.505  1.945  1.074  0.120

Output
LUMO energy = 0.007 Ha
Molecular weight = 99.158 g mol⁻¹
Spin multiplicity = 1
SMILES = SC/C=C1C=N/1
Orbital gap = 8.905 eV
HOMO energy = -8.7 eV
Total charge = 0

***

Stability summary - winner: entry A; margin: 0.1014 hartree.